(1)
One molecule with the formula C4H6O in a non-equilibrium geometry, computed with ωB97M-V/def2-TZVPD.

Geometry as ORCA input:
```
! RIJCOSX wB97M-V def2-TZVPD def2/J DEFGRID3
* xyz 0 1
C -1.0886 1.7591 0.2996
C -0.0837 1.1695 0.9784
C 0.5061 -0.0745 0.5776
C 0.4847 -0.6389 -0.6550
O 0.2704 -1.9692 -0.8644
H -1.6298 2.5639 0.7775
H -1.6328 1.1983 -0.4498
H 0.1230 1.4649 2.0045
H 1.0482 -0.7666 1.2486
H 0.9259 -0.1662 -1.5314
H 0.4417 -2.1430 -1.8005
*
```

## Properties
- molecular weight (g/mol) = 70.09
- HOMO energy (eV) = -7.7
- energy above the lowest of the compared OMol25 structures with the same formula, charge and spin (kJ/mol) = 189.6
- gap between HOMO and LUMO (eV) = 8.40

=====

(2)
A 6-piece molecular cluster, C75H52BFIO10 overall in a non-equilibrium geometry, computed with ωB97M-V/def2-TZVPD.

Geometry as ORCA input:
```
! RIJCOSX wB97M-V def2-TZVPD def2/J DEFGRID3
* xyz -1 1
C -2.9291 1.4419 6.8292
C -2.9570 1.7194 5.2014
I -4.9511 2.4375 4.5035
C -2.4234 0.4576 4.2924
B -1.1208 1.0355 3.4255
C -0.4245 -0.0850 2.4439
C 1.0839 0.5201 2.0580
F 2.0851 -0.0738 2.9782
H -3.8169 0.7534 7.1998
H -1.8861 1.0702 7.2319
H -3.0988 2.5089 7.3361
H -2.2340 2.6514 5.0195
H -3.2197 0.1337 3.4643
H -2.1848 -0.5179 4.8995
H -0.3837 1.5231 4.2008
H -1.5591 1.9118 2.7491
H -0.9984 -0.1483 1.3992
H -0.3535 -1.1539 2.9514
H 1.3415 0.4161 0.9192
H 1.0467 1.6835 2.3104
C 1.2675 -3.5156 1.7324
C 2.0459 -2.4454 1.2923
C 2.2635 -2.2552 -0.0733
C 1.7106 -3.1455 -1.0019
C 0.9528 -4.2295 -0.5605
C 0.7209 -4.4085 0.8095
C 0.4063 -5.2028 -1.5279
O -0.2625 -6.1533 -1.1412
C 0.6846 -5.0191 -2.9663
C 0.2215 -5.9660 -3.8892
C 0.4689 -5.7929 -5.2527
C 1.1691 -4.6722 -5.6983
C 1.6365 -3.7303 -4.7806
C 1.4019 -3.9095 -3.4108
C 1.9311 -2.9262 -2.4452
O 2.5507 -1.9434 -2.8356
H 1.0902 -3.6586 2.7961
H 2.4824 -1.7568 2.0123
H 2.8679 -1.4145 -0.4099
H 0.1189 -5.2447 1.1607
H -0.3288 -6.8422 -3.5499
H 0.1129 -6.5321 -5.9672
H 1.3557 -4.5334 -6.7610
H 2.1867 -2.8603 -5.1354
C -13.8857 4.3629 6.9501
C -14.7069 3.7822 5.9840
C -14.1426 3.0694 4.9249
C -12.7514 2.9469 4.8246
C -11.9296 3.5484 5.7771
C -12.4985 4.2484 6.8491
C -10.4598 3.4678 5.6541
O -9.7373 3.9928 6.4923
C -9.8737 2.7533 4.5025
C -8.4823 2.7187 4.3424
C -7.9193 2.0338 3.2633
C -8.7411 1.3756 2.3489
C -10.1277 1.4132 2.5029
C -10.6952 2.1120 3.5767
C -12.1640 2.1760 3.7108
O -12.8872 1.6016 2.9050
H -14.3258 4.9106 7.7806
H -15.7876 3.8823 6.0559
H -14.7900 2.6143 4.1771
H -11.8637 4.7090 7.6039
H -7.8334 3.2273 5.0536
H -6.8388 2.0126 3.1379
H -8.3025 0.8360 1.5123
H -10.7632 0.9011 1.7823
C 6.3610 0.1167 -2.9376
C 4.9939 -0.1571 -2.9049
C 4.0806 0.8736 -2.6773
C 4.5365 2.1811 -2.4695
C 5.9046 2.4503 -2.4778
C 6.8187 1.4176 -2.7240
C 6.3991 3.8164 -2.2106
O 7.6006 4.0545 -2.2212
C 5.4260 4.8887 -1.9220
C 5.8836 6.1756 -1.6100
C 4.9696 7.1987 -1.3488
C 3.6000 6.9429 -1.4076
C 3.1414 5.6605 -1.7126
C 4.0569 4.6292 -1.9607
C 3.5623 3.2680 -2.2473
O 2.3588 3.0413 -2.2945
H 7.0723 -0.6849 -3.1241
H 4.6379 -1.1734 -3.0587
H 3.0145 0.6533 -2.6583
H 7.8876 1.6228 -2.7455
H 6.9513 6.3844 -1.5652
H 5.3272 8.1960 -1.1016
H 2.8878 7.7414 -1.2113
H 2.0707 5.4671 -1.7518
C 12.3075 -4.6766 3.3075
C 13.0331 -3.5825 2.8371
C 12.3703 -2.5112 2.2361
C 10.9777 -2.5393 2.0938
C 10.2548 -3.6442 2.5419
C 10.9200 -4.7105 3.1608
C 8.7911 -3.7067 2.3524
O 8.1549 -4.6753 2.7489
C 8.1070 -2.5898 1.6707
C 6.7283 -2.6621 1.4328
C 6.0711 -1.6043 0.8006
C 6.7851 -0.4705 0.4138
C 8.1596 -0.3982 0.6445
C 8.8233 -1.4646 1.2656
C 10.2833 -1.3938 1.4730
O 10.9123 -0.3997 1.1291
H 12.8231 -5.5075 3.7842
H 14.1158 -3.5618 2.9400
H 12.9428 -1.6580 1.8759
H 10.3608 -5.5704 3.5254
H 6.1629 -3.5424 1.7345
H 5.0014 -1.6647 0.6121
H 6.2722 0.3567 -0.0721
H 8.7113 0.4881 0.3354
C -0.0327 -0.3549 -3.7537
C -0.9151 0.2816 -2.8812
C -2.2599 0.4221 -3.2276
C -2.7219 -0.0650 -4.4564
C -1.8346 -0.6795 -5.3391
C -0.4889 -0.8353 -4.9820
C -2.3004 -1.1527 -6.6586
O -1.5224 -1.6958 -7.4332
C -3.7145 -0.9541 -7.0344
C -4.1565 -1.3456 -8.3049
C -5.4952 -1.1736 -8.6636
C -6.3959 -0.6205 -7.7538
C -5.9571 -0.2245 -6.4895
C -4.6114 -0.3828 -6.1330
C -4.1496 0.0720 -4.8066
O -4.9397 0.5625 -4.0081
H 1.0135 -0.4726 -3.4798
H -0.5568 0.6673 -1.9293
H -2.9441 0.9155 -2.5393
H 0.2068 -1.3262 -5.6603
H -3.4603 -1.7812 -9.0200
H -5.8351 -1.4734 -9.6525
H -7.4403 -0.4930 -8.0303
H -6.6651 0.2111 -5.7863
*
```

## Properties
- molecular weight (g/mol) = 1269.94
- HOMO energy (eV) = -5.5
- gap between HOMO and LUMO (eV) = 5.69

=====

(3)
One molecule with the formula C9H6N4 in a non-equilibrium geometry, computed with ωB97M-V/def2-TZVPD.

Geometry as ORCA input:
```
! RIJCOSX wB97M-V def2-TZVPD def2/J DEFGRID3
* xyz 0 1
N -2.1183 -2.5568 -0.5606
C -1.5711 -1.5771 -0.6839
N -0.7857 -0.5508 -0.7699
C 0.6703 -0.7664 -0.8069
C 1.2050 -1.1740 0.5223
C 1.1715 -0.0925 1.3328
C 0.6798 1.0517 0.4848
C 1.2030 0.6236 -0.9149
C -0.8296 0.6349 0.2259
C -1.6107 0.1354 1.3402
N -2.2767 -0.2821 2.1726
C -1.4356 1.7160 -0.5692
N -1.8522 2.5644 -1.1941
H 0.9637 -1.3930 -1.6214
H 1.4927 -2.2279 0.6653
H 1.3687 -0.0470 2.3406
H 0.8664 2.1519 0.7701
H 0.6492 1.1619 -1.6640
H 2.2094 0.6278 -1.0697
*
```

## Properties
- molecular weight (g/mol) = 170.18
- HOMO energy (eV) = -10.4
- energy above the lowest of the compared OMol25 structures with the same formula, charge and spin (kJ/mol) = 393.1
- gap between HOMO and LUMO (eV) = 10.82

=====

(4)
C16H11N6O12S4Tc as an isolated structure, computed with ωB97M-V/def2-TZVPD.

Geometry as ORCA input:
```
! RIJCOSX wB97M-V def2-TZVPD def2/J DEFGRID3
* xyz -1 4
Tc -1.9685 1.7953 -0.7172
O -2.3032 5.3329 -2.0615
S -1.9390 4.4866 -0.9733
O -1.4873 5.1134 0.2361
O -0.9251 3.3903 -1.4277
O -3.0838 3.4755 -0.6285
O -4.8709 -1.0780 -0.5086
C -3.7656 -0.6005 -0.6140
O -3.5627 0.7003 -0.5740
C -2.5627 -1.4837 -0.7995
C -2.7427 -2.8246 -0.5175
C -1.7010 -3.7154 -0.6926
C -0.4760 -3.3049 -1.1782
C -0.3051 -1.9737 -1.4873
C -1.3211 -1.0095 -1.2872
O -1.0957 0.2499 -1.5523
N 0.9968 -1.5949 -2.0443
O 1.9461 -2.3097 -1.7640
O 1.0583 -0.6264 -2.7677
N -1.8967 -5.1288 -0.3726
O -0.9715 -5.8916 -0.5815
O -2.9699 -5.4632 0.0880
H -3.7084 -3.1573 -0.1666
H 0.3340 -4.0024 -1.3194
N -3.4931 4.0200 2.2578
C -3.8293 2.7294 1.9418
N -5.1365 2.4911 1.6123
O -3.0192 1.8083 1.9990
H -4.0218 4.7423 1.7931
H -2.4984 4.1750 2.1586
H -5.6683 3.2496 1.2193
H -5.2560 1.6044 1.1422
S 4.5219 1.8110 -1.9510
C 3.2356 1.4952 -0.9604
S 1.7453 2.3953 -1.0433
C 1.0687 1.3847 0.1955
N 1.8756 0.4809 0.6371
N 3.0971 0.5660 0.0207
C 4.0982 -0.3403 0.4875
C 3.7199 -1.6231 0.8555
C 4.6748 -2.5000 1.3435
C 5.9981 -2.1017 1.4650
C 6.3615 -0.8124 1.1057
C 5.4150 0.0767 0.6204
S -0.4583 1.5979 1.0419
H 2.6894 -1.9284 0.7609
H 4.3777 -3.5023 1.6242
H 6.7421 -2.7925 1.8408
H 7.3892 -0.4874 1.2053
H 5.6927 1.0808 0.3379
*
```

## Properties
- molecular weight (g/mol) = 705.56
- HOMO energy (spin up / spin down) (eV) = -5.9 / -5.9
- energy above the lowest of the compared OMol25 structures with the same formula, charge and spin (kJ/mol) = 112.1
- gap between HOMO and LUMO (spin up / spin down) (eV) = 6.66 / 6.66

=====

(5)
A 2-piece molecular cluster, C5H9N3O overall in a non-equilibrium geometry, computed with ωB97M-V/def2-TZVPD.

Geometry as ORCA input:
```
! RIJCOSX wB97M-V def2-TZVPD def2/J DEFGRID3
* xyz 0 3
C -2.1670 2.4430 -1.3627
C 1.5553 -1.2693 -0.3758
C -0.1674 -0.6696 1.5638
C -1.2876 2.3742 -0.2452
C 0.4133 -0.4560 0.1499
N -2.8134 2.4182 -2.2862
N -0.2717 3.1095 -0.1677
N -0.2915 0.3723 -0.5836
O 0.5069 2.9143 0.9789
H 1.8148 -2.0379 0.2985
H 1.1860 -1.5306 -1.4137
H 2.4955 -0.7978 -0.6364
H 0.5987 -1.0167 2.2557
H -0.8873 -1.4293 1.3379
H -0.6357 0.2770 1.9009
H -1.6538 1.8509 0.6737
H -0.1870 2.7063 1.7445
H 0.2168 0.6364 -1.4482
*
```

## Properties
- molecular weight (g/mol) = 127.15
- HOMO energy (spin up / spin down) (eV) = -5.9 / -10.2
- energy above the lowest of the compared OMol25 structures with the same formula, charge and spin (kJ/mol) = 100.8
- gap between HOMO and LUMO (spin up / spin down) (eV) = 6.26 / 7.50

=====

(6)
A 2-piece molecular cluster, C13H11N4O9 overall in a non-equilibrium geometry, computed with ωB97M-V/def2-TZVPD.

Geometry as ORCA input:
```
! RIJCOSX wB97M-V def2-TZVPD def2/J DEFGRID3
* xyz -1 1
C -0.4383 -2.3568 -1.1424
C 0.6425 -1.4873 -0.5590
C 1.1416 -1.7233 0.7827
C 2.4641 -1.1653 1.1245
C 2.9674 -1.6748 2.4701
C 1.8535 -1.4009 3.4464
O 0.6768 -2.1963 3.1225
C 0.2722 -2.2985 1.8259
O -0.7972 -2.8577 1.6012
O 1.1227 -0.5703 -1.2549
H -0.8493 -3.0268 -0.3809
H -1.2293 -1.7074 -1.5440
H -0.0101 -2.9161 -1.9876
H 3.1940 -1.4087 0.3416
H 2.3478 -0.0690 1.1640
H 3.2075 -2.7450 2.3872
H 3.8739 -1.1374 2.7593
H 2.1118 -1.6703 4.4742
H 1.5560 -0.3422 3.4069
O -4.2286 1.1569 -3.2890
N -3.9862 1.4892 -2.1173
O -4.8821 1.6301 -1.2539
C -2.6152 1.7174 -1.6653
C -2.3607 1.6860 -0.2932
C -1.0415 1.8073 0.2011
N -0.7786 1.6606 1.6136
O -1.7317 1.7053 2.4169
O 0.4133 1.5014 1.9712
C 0.0487 1.9937 -0.6646
C -0.2215 2.0543 -2.0180
N 0.6582 2.1930 -3.1003
O 1.8657 2.2992 -3.1682
O -0.1472 2.2425 -4.2542
N -1.4810 2.0812 -3.9355
C -1.5066 1.9482 -2.5810
H -3.1814 1.5189 0.4007
H 1.0690 2.0688 -0.3006
*
```

## Properties
- molecular weight (g/mol) = 367.25
- HOMO energy (eV) = -3.6
- energy above the lowest of the compared OMol25 structures with the same formula, charge and spin (kJ/mol) = 0.0
- gap between HOMO and LUMO (eV) = 3.83

=====

(7)
A 12-piece molecular cluster, C27H58Br2N22O13S overall in a non-equilibrium geometry, computed with ωB97M-V/def2-TZVPD.

Geometry as ORCA input:
```
! RIJCOSX wB97M-V def2-TZVPD def2/J DEFGRID3
* xyz 0 1
C -2.6699 4.0549 3.3686
C -1.9164 3.1905 2.3252
Br 0.0208 2.9237 2.5951
C -2.4875 2.6235 1.2182
Br -4.3962 2.8874 0.8530
C -1.5641 1.8061 0.2623
C -0.9225 2.4852 -0.8752
C -0.0182 1.7692 -1.7647
C 0.2465 0.3584 -1.5086
C -0.4131 -0.3492 -0.3815
C -1.3298 0.3590 0.5298
C -2.0037 -0.3505 1.7563
C -3.6010 -0.3714 1.6592
C -4.1980 0.2364 2.9879
S -4.4556 -1.0235 4.3159
C -0.0660 -1.8634 -0.1963
O -0.8659 -2.7061 0.1332
C 1.4223 -2.2205 -0.5221
C 2.0213 -1.5801 -1.5656
C 1.2380 -0.4890 -2.3763
O 1.3683 -0.3441 -3.5716
H -1.9648 4.8582 3.7269
H -2.9900 3.4889 4.2833
H -3.5608 4.5951 2.9404
H -1.0988 3.5702 -1.0717
H 0.5168 2.2245 -2.6338
H -1.6934 0.1685 2.7117
H -1.6833 -1.4141 1.8674
H -3.9584 0.1420 0.7328
H -3.9316 -1.4459 1.5853
H -3.5574 1.0425 3.4343
H -5.1950 0.7205 2.7768
H -3.2154 -1.5865 4.4856
H 1.9467 -2.9870 0.0984
H 3.0797 -1.8598 -1.7733
N 3.3939 1.1368 -5.8128
C 3.8459 2.3747 -6.1395
N 3.8193 3.2828 -5.1160
O 4.2456 2.6611 -7.2557
H 3.0605 0.8881 -4.8988
H 3.3962 0.4336 -6.5425
H 4.1459 4.2109 -5.3186
H 3.4950 3.0713 -4.1912
N -6.0040 -6.1707 3.9556
C -5.5705 -4.9186 3.6193
N -5.6051 -4.0106 4.6319
O -5.1833 -4.6404 2.4981
H -6.3274 -6.4223 4.8707
H -5.9933 -6.8684 3.2324
H -5.2912 -3.0684 4.4217
H -5.9206 -4.2232 5.5600
N 1.7104 -4.8756 3.8508
C 1.1768 -4.2094 2.7895
N 0.5654 -4.9964 1.8713
O 1.2467 -2.9887 2.6751
H 1.6654 -5.8733 3.9621
H 2.1746 -4.3234 4.5559
H 0.1583 -4.5362 1.0713
H 0.4996 -5.9997 1.9466
N 4.1418 -2.8453 1.4540
C 5.0484 -1.9546 1.9383
N 6.1466 -1.7635 1.1565
O 4.8811 -1.3747 2.9978
H 4.2514 -3.3395 0.5885
H 3.3144 -3.0089 2.0121
H 6.8413 -1.1078 1.4862
H 6.2970 -2.2343 0.2843
N -3.1576 5.3158 -1.5953
C -4.3593 5.8858 -1.8992
N -4.2905 6.9394 -2.7519
O -5.4165 5.4765 -1.4377
H -2.2812 5.6353 -1.9625
H -3.1678 4.5305 -0.9658
H -5.1523 7.3847 -2.9996
H -3.4370 7.2893 -3.1405
N 8.6157 2.9039 0.6817
C 8.0008 1.6990 0.5379
N 7.4011 1.5024 -0.6687
O 7.9881 0.8592 1.4233
H 8.6382 3.6079 -0.0320
H 9.0693 3.0847 1.5600
H 6.9356 0.6234 -0.8108
H 7.4000 2.1792 -1.4089
N 4.9983 -3.2318 -7.7567
C 4.7149 -2.1865 -6.9329
N 4.9013 -2.4346 -5.6067
O 4.3242 -1.1098 -7.3499
H 5.3207 -4.1249 -7.4349
H 4.8722 -3.0846 -8.7429
H 4.7015 -1.6843 -4.9683
H 5.2216 -3.3122 -5.2425
N 4.0696 -0.6831 5.8103
C 3.5550 -1.3087 6.8975
N 3.3747 -0.5090 7.9897
O 3.2719 -2.4992 6.9034
H 4.3068 0.2905 5.7866
H 4.2173 -1.2422 4.9831
H 2.9948 -0.9385 8.8144
H 3.5988 0.4677 8.0085
N -4.2673 9.7574 -6.4993
C -4.8038 9.3839 -5.3066
N -6.1019 9.7484 -5.1237
O -4.1685 8.7679 -4.4640
H -4.7706 10.2628 -7.2041
H -3.3096 9.5051 -6.6701
H -6.5332 9.4900 -4.2535
H -6.6404 10.2536 -5.8021
N -2.8443 -0.7647 -3.2086
C -3.4034 0.4738 -3.1392
N -4.6646 0.5634 -3.6457
O -2.8195 1.4312 -2.6590
H -3.3059 -1.5649 -3.5985
H -1.9130 -0.8677 -2.8429
H -5.1093 1.4645 -3.6104
H -5.1625 -0.2103 -4.0442
N -1.4294 -6.4600 4.3856
C -1.2600 -7.5759 3.6309
N -2.1683 -8.5625 3.8538
O -0.3577 -7.6873 2.8097
H -2.1620 -6.3500 5.0616
H -0.7757 -5.7065 4.2474
H -2.0738 -9.4037 3.3123
H -2.9146 -8.4931 4.5198
*
```

## Properties
- molecular weight (g/mol) = 1090.78
- HOMO energy (eV) = -8.9
- gap between HOMO and LUMO (eV) = 8.18

=====

(8)
C5H8N2 as an isolated structure in a non-equilibrium geometry, computed with ωB97M-V/def2-TZVPD.

Geometry as ORCA input:
```
! RIJCOSX wB97M-V def2-TZVPD def2/J DEFGRID3
* xyz 0 3
C -1.4399 -0.1608 -0.2941
C -2.6152 -0.8032 0.3376
C -0.0891 0.1323 0.2815
C 2.3478 0.3808 0.1381
C 1.0055 0.0923 -0.4388
N -2.3347 1.0554 -0.4141
N -3.2798 0.3080 0.0159
H -1.3471 -0.6372 -1.3524
H -4.2341 0.5781 0.1908
H -0.0672 0.6054 1.2659
H -3.1450 -1.6780 0.1271
H 2.4409 1.4770 0.3716
H 3.0606 0.1782 -0.6200
H 2.5658 -0.3308 1.0443
H 0.9926 -0.3395 -1.4732
*
```

## Properties
- molecular weight (g/mol) = 96.13
- HOMO energy (spin up / spin down) (eV) = -5.9 / -9.4
- energy above the lowest of the compared OMol25 structures with the same formula, charge and spin (kJ/mol) = 200.6
- gap between HOMO and LUMO (spin up / spin down) (eV) = 7.11 / 8.95